This record from the OMol25 dataset describes 5 unconnected molecules or ions with the total composition C14H19N5. The level of theory is the ωB97M-V functional and the def2-TZVPD basis.

The geometry in ORCA input format:
```
! wB97M-V def2-TZVPD RIJCOSX def2/J DEFGRID3
* xyz -1 2
C 1.91 -1.21 0.55
C 0.60 -1.19 1.14
N -0.47 -1.22 1.63
H 2.52 -1.91 1.13
H 2.32 -0.20 0.55
H 1.86 -1.60 -0.46
C -2.04 -0.42 4.32
C -3.25 -0.08 5.08
N -4.21 0.18 5.75
H -1.26 -0.66 5.04
H -1.62 0.45 3.80
H -2.20 -1.18 3.56
C 6.43 -0.82 0.34
C 5.33 -1.38 -0.56
N 4.53 -1.80 -1.28
H 7.43 -0.96 -0.08
H 6.39 -1.31 1.31
H 6.18 0.23 0.54
N 1.02 -0.07 -2.78
C 0.00 0.82 -2.94
C 0.54 2.09 -2.73
C 1.83 1.89 -2.37
C 2.16 0.56 -2.36
H 0.84 -1.06 -2.85
H -0.96 0.33 -3.08
H 0.06 3.06 -2.68
H 2.53 2.69 -2.16
H 3.09 0.06 -2.12
N -3.09 0.12 -0.36
C -4.04 0.40 0.56
C -5.10 0.91 -0.16
C -4.88 0.78 -1.49
C -3.63 0.23 -1.65
H -2.14 -0.20 -0.18
H -3.97 0.17 1.61
H -6.03 1.31 0.21
H -5.58 1.07 -2.25
H -3.11 -0.08 -2.54
*
```

Computed properties:
<S²> = 0.750
Lowest unoccupied orbital energy (alpha / beta) = 2.78 / 2.76 eV
DFT total energy = -22273.8985 eV
Frontier orbital gap (alpha / beta) = 2.40 / 8.68 eV

Which charges does Löwdin predict for the atoms? In e, they are:
1. C -0.174
2. C -0.313
3. N 0.125
4. H 0.053
5. H 0.058
6. H 0.052
7. C -0.122
8. C -0.270
9. N 0.090
10. H 0.075
11. H 0.069
12. H 0.050
13. C -0.331
14. C -0.357
15. N 0.095
16. H 0.031
17. H 0.012
18. H 0.013
19. N -0.002
20. C -0.134
21. C -0.122
22. C -0.173
23. C -0.143
24. H 0.138
25. H 0.077
26. H 0.091
27. H 0.086
28. H 0.072
29. N 0.026
30. C -0.129
31. C -0.157
32. C -0.152
33. C -0.121
34. H 0.112
35. H 0.102
36. H 0.092
37. H 0.094
38. H 0.084